The following is a DFT calculation (wB97M-V/def2-TZVPD) of an isolated molecule of C23H27N3O2.

Output
Total charge: 0
Energy relative to the best compared isomer or geometry (same formula, charge and spin), kJ/mol: 164.3
HOMO-LUMO gap, eV: 9.202
Structure (SMILES): O=C(C[C@@H]1C(=O)NCCN1Cc1ccc(-c2ccccc2)cc1)NC1CCC1
Max |F|, eV Å⁻¹: 0.51
HOMO, Ha: -0.319
DFT total energy, Eh: -1207.40797

Last column: Löwdin charge in e.
Atoms and positions in Å:
O  3.987  2.441  -2.909  0.06
C  3.460  1.524  -2.316  -0.49
N  3.267  0.298  -2.844  0.11
C  3.568  -0.035  -4.205  -0.29
H  4.079  0.825  -4.641  0.15
C  2.399  -0.556  -5.065  -0.12
H  2.045  0.113  -5.846  0.10
H  1.553  -0.869  -4.455  0.10
C  3.278  -1.732  -5.515  -0.17
H  2.829  -2.720  -5.433  0.10
H  3.667  -1.605  -6.522  0.10
C  4.304  -1.370  -4.431  -0.12
H  5.341  -1.295  -4.751  0.10
H  4.248  -2.018  -3.559  0.10
H  2.731  -0.366  -2.293  0.11
C  2.999  1.648  -0.865  -0.02
H  3.743  1.166  -0.227  0.12
H  2.986  2.710  -0.617  0.13
C  1.594  1.074  -0.592  -0.21
N  1.534  -0.372  -0.763  -0.15
C  2.160  -1.077  0.335  -0.14
C  1.595  -0.724  1.717  -0.15
N  1.336  0.694  1.813  0.11
C  1.172  1.564  0.793  -0.49
O  0.782  2.697  0.986  0.06
H  1.036  1.037  2.716  0.15
H  0.666  -1.277  1.903  0.10
H  2.318  -1.006  2.490  0.12
H  3.227  -0.834  0.313  0.12
H  2.058  -2.152  0.167  0.13
C  0.238  -0.888  -1.198  -0.12
C  -0.892  -0.776  -0.204  -0.21
C  -1.547  0.431  0.006  -0.03
C  -2.533  0.542  0.968  0.00
C  -2.910  -0.558  1.734  -0.18
C  -2.280  -1.777  1.497  -0.02
C  -1.283  -1.881  0.546  -0.05
H  -0.801  -2.836  0.382  0.12
H  -2.557  -2.644  2.080  0.11
C  -3.952  -0.434  2.764  -0.19
C  -3.991  0.681  3.598  -0.03
C  -4.967  0.798  4.569  -0.08
C  -5.923  -0.193  4.720  -0.09
C  -5.894  -1.304  3.894  -0.08
C  -4.915  -1.427  2.926  -0.04
H  -4.909  -2.287  2.272  0.11
H  -6.640  -2.078  4.004  0.10
H  -6.687  -0.100  5.477  0.10
H  -4.983  1.666  5.212  0.10
H  -3.240  1.451  3.493  0.11
H  -3.030  1.489  1.111  0.12
H  -1.293  1.298  -0.586  0.12
H  0.391  -1.941  -1.458  0.12
H  -0.025  -0.346  -2.112  0.13
H  0.918  1.534  -1.319  0.16